Molecular formula: C30H54FeN7OP2
Method: DFT, wB97M-V/def2-TZVPD

The value obtained for the total energy is -3580.01908 hartree. The calculation puts the energy above the lowest of the compared OMol25 structures with the same formula, charge and spin at 87.0 kcal per mole. The LUMO energy (alpha / beta) comes out at -2.7470 / -3.5816 eV. The total charge is +1. The HOMO energy (alpha / beta) is -7.80 / -9.26 eV. The value obtained for the largest force on an atom is 5.82 eV/A. Its HOMO-LUMO gap (alpha / beta) is 5.0566 / 5.6750 eV. Its multiplicity is 5.

Each line ends with the Löwdin charge.
Atoms and positions in Å:
C  -1.08  -2.35  -1.94  -0.32
C  1.22  -1.77  -1.78  -0.31
C  -0.81  -3.40  -2.81  -0.05
C  1.52  -2.85  -2.65  -0.04
C  0.52  -3.67  -3.15  -0.06
H  -1.64  -3.98  -3.22  0.12
H  2.56  -2.96  -2.94  0.11
H  0.77  -4.49  -3.82  0.11
N  -0.10  -1.66  -1.32  0.01
P  -2.79  -0.91  -0.19  1.13
P  2.79  0.60  -0.63  1.22
C  -2.55  -1.97  -1.70  -0.22
H  -2.99  -1.44  -2.57  0.09
H  -3.13  -2.90  -1.60  0.07
C  -0.81  1.11  1.22  -0.16
O  -0.46  2.10  1.75  0.12
C  2.31  -0.87  -1.49  -0.29
H  3.25  -1.42  -1.66  0.06
C  4.06  1.43  -1.81  -0.63
C  3.65  0.60  1.15  -0.64
C  -3.96  0.54  -0.57  -0.66
C  -3.67  -2.15  0.95  -0.66
C  3.59  2.90  -1.87  -0.09
H  3.70  3.39  -0.89  0.07
H  4.21  3.44  -2.60  0.10
H  2.53  2.97  -2.16  0.05
C  5.55  1.39  -1.42  -0.09
H  5.80  1.89  -0.48  0.06
H  5.93  0.36  -1.38  0.08
H  6.11  1.90  -2.21  0.10
C  3.95  0.73  -3.16  -0.12
H  4.36  1.38  -3.95  0.10
H  4.51  -0.21  -3.18  0.09
H  2.91  0.51  -3.40  0.03
C  4.04  2.03  1.53  -0.09
H  3.16  2.68  1.56  0.09
H  4.47  2.01  2.55  0.10
H  4.79  2.49  0.88  0.05
C  2.61  0.13  2.17  -0.13
H  1.73  0.79  2.18  0.05
H  2.30  -0.89  1.96  0.05
H  3.05  0.15  3.18  0.10
C  4.83  -0.38  1.20  -0.08
H  5.69  -0.05  0.61  0.06
H  5.16  -0.48  2.24  0.09
H  4.53  -1.39  0.85  0.09
C  -3.91  -1.44  2.28  -0.10
H  -4.27  -2.18  3.01  0.10
H  -2.99  -0.99  2.68  0.04
H  -4.68  -0.66  2.21  0.07
C  -2.71  -3.34  1.12  -0.09
H  -2.72  -4.00  0.25  0.09
H  -1.69  -3.00  1.30  0.03
H  -3.03  -3.92  2.00  0.10
C  -5.00  -2.73  0.44  -0.08
H  -5.26  -3.57  1.10  0.10
H  -5.84  -2.03  0.50  0.06
H  -4.94  -3.12  -0.58  0.08
C  -3.54  1.20  -1.90  -0.10
H  -3.77  0.56  -2.76  0.08
H  -4.10  2.14  -2.01  0.10
H  -2.47  1.45  -1.91  0.04
C  -3.83  1.54  0.59  -0.09
H  -2.82  1.97  0.66  0.05
H  -4.55  2.36  0.43  0.10
H  -4.06  1.07  1.56  0.07
C  -5.44  0.14  -0.70  -0.09
H  -5.59  -0.67  -1.42  0.09
H  -5.88  -0.12  0.27  0.07
H  -5.99  1.01  -1.06  0.10
Fe  -0.54  -0.27  0.01  0.33
N  0.18  0.88  -1.26  -0.03
C  0.81  1.04  -2.28  -0.22
C  0.31  1.55  -3.68  -0.56
C  1.40  1.83  -4.71  -0.08
C  -0.60  0.48  -4.27  -0.04
C  -0.42  2.86  -3.44  -0.05
H  2.16  2.52  -4.33  0.07
H  1.89  0.92  -5.07  0.09
H  0.94  2.31  -5.58  0.09
H  -1.55  0.40  -3.72  0.06
H  -0.82  0.69  -5.32  0.10
H  -0.11  -0.51  -4.23  0.09
H  -0.78  3.26  -4.40  0.10
H  -1.27  2.73  -2.77  0.06
H  0.25  3.60  -2.98  0.09
N  -0.32  -0.79  5.27  0.15
N  -0.39  -1.32  4.00  -0.22
N  0.41  -2.36  3.66  0.17
C  0.35  -2.31  2.33  -0.19
N  -0.35  -1.24  1.88  -0.08
N  -0.81  -0.58  2.97  0.09
H  -1.08  -0.13  5.41  0.11
H  -0.27  -1.54  5.95  0.11
H  0.84  -3.04  1.69  0.14